*P*
2 unconnected molecules or ions with the total composition C5H12NO. Source: OMol25; level of theory: ωB97M-V with the def2-TZVPD basis set.

Results
HOMO energy   -13.1 eV
Net charge   +1
Kohn-Sham gap   0.290 hartree
Lowest unoccupied orbital energy   -5.160 eV
Multiplicity   1

Each line ends with the natural charge from an NBO analysis.
Atoms and positions in Å:
C 0.402 2.369 -0.003  -0.449
C -0.941 1.279 -1.664  0.143
N -0.801 1.635 -0.431  -0.399
H 1.200 1.655 0.257  0.246
H 0.076 2.953 0.892  0.251
H 0.731 3.051 -0.811  0.237
H -0.160 1.526 -2.345  0.220
H -1.752 0.592 -1.868  0.225
H -1.141 0.961 0.271  0.466
C 1.320 -2.292 -0.109  -0.659
C -0.021 -1.726 0.264  -0.267
C -0.156 -0.816 1.249  0.069
O -1.382 -0.175 1.534  -0.719
H 1.948 -1.603 -0.738  0.228
H 1.935 -2.482 0.822  0.238
H 1.177 -3.256 -0.620  0.241
H -0.933 -2.237 -0.013  0.213
H 0.585 -0.641 2.056  0.219
H -2.087 -0.796 1.259  0.497



*Q*
A gas-phase ion, C5H12NO (charge +1). Source: OMol25; level of theory: ωB97M-V with the def2-TZVPD basis set.

Results
HOMO energy   -14.6 eV
Net charge   +1
Kohn-Sham gap   0.348 hartree
Lowest unoccupied orbital energy   -5.079 eV
Multiplicity   1

Each line ends with the natural charge from an NBO analysis.
Atoms and positions in Å:
C 0.134 -1.295 2.352  0.153
N 0.424 -0.706 1.269  -0.413
C 0.907 -1.313 0.015  -0.259
C 0.325 -0.764 -1.286  -0.426
C 0.362 0.778 -1.597  -0.414
C -0.801 1.608 -1.032  -0.074
O -1.078 1.489 0.338  -0.758
H -0.530 -0.790 3.022  0.225
H 0.322 -2.375 2.408  0.222
H -0.338 -0.017 1.055  0.477
H 1.973 -1.181 -0.016  0.240
H 0.715 -2.376 -0.052  0.236
H 0.966 -1.152 -2.064  0.247
H -0.641 -1.119 -1.598  0.221
H 0.279 0.762 -2.683  0.245
H 1.315 1.122 -1.213  0.208
H -0.608 2.648 -1.321  0.196
H -1.659 1.178 -1.572  0.168
H -1.855 2.014 0.545  0.507



Which one sits at the top of the stability order? *Q* does.



*P*
C2H6N4 in the gas phase. Source: OMol25; level of theory: ωB97M-V with the def2-TZVPD basis set.

Results
HOMO energy (alpha / beta)   -8.6 / -8.3 eV
Net charge   0
Kohn-Sham gap (alpha / beta)   0.325 / 0.302 hartree
Lowest unoccupied orbital energy (alpha / beta)   0.277 / -0.073 eV
Multiplicity   1

Each line ends with the natural charge from an NBO analysis.
Atoms and positions in Å:
C -0.181 -1.117 0.140  -0.375
C -0.983 -0.653 -0.914  -0.326
N 0.023 1.009 1.369  -0.351
N 0.841 -0.129 0.881  -0.092
N 0.922 1.083 0.330  0.064
N 0.637 1.513 -0.839  -0.426
H -0.757 -1.346 1.139  0.237
H 0.451 -1.885 -0.212  0.210
H -0.956 -1.024 -1.899  0.188
H -1.943 -0.236 -0.712  0.187
H 0.428 1.591 2.128  0.349
H 1.517 1.194 -1.411  0.334



*Q*
2 unconnected molecules or ions with the total composition C2H6N4. Source: OMol25; level of theory: ωB97M-V with the def2-TZVPD basis set.

Results
HOMO energy   -8.2 eV
Net charge   0
Kohn-Sham gap   0.336 hartree
Lowest unoccupied orbital energy   0.954 eV
Multiplicity   1

Each line ends with the natural charge from an NBO analysis.
Atoms and positions in Å:
C -0.452 0.850 0.921  -0.137
C -0.731 -1.516 0.299  -0.423
N 0.833 -0.153 -0.867  -0.702
N 0.494 3.455 -0.644  0.021
N 1.127 2.600 -0.370  -0.024
N -0.170 -0.221 0.189  -0.250
H -1.310 0.589 1.598  0.111
H 0.116 -2.256 -0.040  0.201
H -1.595 -1.562 -0.499  0.214
H -1.123 -1.791 1.284  0.226
H 1.581 -0.850 -0.823  0.361
H 1.229 0.854 -1.047  0.403



Which one sits at the top of the stability order? *Q* does.



*P*
C4H6N4 in the gas phase. Source: OMol25; level of theory: ωB97M-V with the def2-TZVPD basis set.

Results
HOMO energy   -9.2 eV
Net charge   0
Kohn-Sham gap   0.356 hartree
Lowest unoccupied orbital energy   0.518 eV
Multiplicity   1

Each line ends with the natural charge from an NBO analysis.
Atoms and positions in Å:
H 0.911 -2.615 -0.640  0.338
N -0.030 -2.123 -0.871  -0.671
C 0.026 -0.967 -0.322  0.388
N 0.962 -0.582 0.645  -0.633
C 0.979 0.774 0.962  0.567
N 1.809 1.286 1.725  -0.717
H 1.731 2.334 1.879  0.356
N -0.224 1.172 0.439  -0.611
C -0.830 0.135 -0.430  0.049
C -1.740 0.012 -1.347  -0.350
H 1.394 -1.349 1.300  0.426
H -0.369 2.180 0.094  0.409
H -1.884 -0.948 -1.813  0.241
H -2.734 0.691 -1.622  0.206



*Q*
C4H6N4 in the gas phase. Source: OMol25; level of theory: ωB97M-V with the def2-TZVPD basis set.

Results
HOMO energy   -8.5 eV
Net charge   0
Kohn-Sham gap   0.347 hartree
Lowest unoccupied orbital energy   0.945 eV
Multiplicity   1

Each line ends with the natural charge from an NBO analysis.
Atoms and positions in Å:
C -0.141 -0.356 1.829  0.174
N 0.793 -1.226 1.951  -0.241
N 1.054 -1.570 0.614  -0.442
C 0.617 -0.590 -0.115  0.498
N 1.152 -0.049 -1.241  -0.508
C -0.274 0.726 -1.630  -0.284
C -0.676 1.138 -0.368  -0.251
N -0.512 -0.113 0.533  -0.434
H -0.697 -0.152 2.609  0.194
H 1.740 -2.483 0.292  0.448
H -1.293 -0.032 -1.951  0.161
H -0.177 1.523 -2.391  0.236
H -1.802 1.218 -0.072  0.240
H 0.216 1.965 -0.059  0.210



Which one sits at the top of the stability order? *P* does.



*P*
C4H6N4 in the gas phase. Source: OMol25; level of theory: ωB97M-V with the def2-TZVPD basis set.

Results
HOMO energy   -8.5 eV
Net charge   0
Kohn-Sham gap   0.331 hartree
Lowest unoccupied orbital energy   0.469 eV
Multiplicity   1

Each line ends with the natural charge from an NBO analysis.
Atoms and positions in Å:
C 1.346 -1.439 -1.728  -0.439
N 1.385 -0.161 -1.149  -0.397
C 0.404 0.240 -0.565  0.478
N -0.771 -0.545 -0.138  -0.521
C -1.401 -0.165 0.936  0.284
N -1.173 1.112 1.501  -0.626
C -0.126 1.969 0.993  0.281
N 0.624 1.332 0.187  -0.437
H 2.181 -1.771 -2.268  0.204
H 1.304 -2.138 -0.715  0.184
H 0.291 -1.689 -2.138  0.208
H -2.139 -0.784 1.252  0.188
H -1.922 1.323 2.074  0.393
H -0.003 2.716 1.758  0.199



*Q*
C4H6N4 in the gas phase. Source: OMol25; level of theory: ωB97M-V with the def2-TZVPD basis set.

Results
HOMO energy   -8.9 eV
Net charge   0
Kohn-Sham gap   0.362 hartree
Lowest unoccupied orbital energy   0.970 eV
Multiplicity   1

Each line ends with the natural charge from an NBO analysis.
Atoms and positions in Å:
C 1.331 0.018 -0.969  0.099
N 0.465 0.150 -1.916  -0.223
N -0.663 0.934 -1.429  -0.251
C -1.422 0.384 -0.623  0.202
N -1.343 -0.983 -0.138  -0.512
N -0.768 -0.999 1.126  -0.239
C 0.283 -0.374 1.448  0.065
C 1.159 0.451 0.481  -0.585
H 2.217 -0.458 -1.240  0.188
H -2.373 0.865 -0.399  0.181
H -2.165 -1.566 -0.222  0.392
H 0.684 -0.396 2.441  0.195
H 2.056 0.646 1.081  0.236
H 0.538 1.327 0.358  0.252



*R*
C4H6N4 in the gas phase. Source: OMol25; level of theory: ωB97M-V with the def2-TZVPD basis set.

Results
HOMO energy   -8.2 eV
Net charge   0
Kohn-Sham gap   0.330 hartree
Lowest unoccupied orbital energy   0.762 eV
Multiplicity   1

Each line ends with the natural charge from an NBO analysis.
Atoms and positions in Å:
N -2.029 0.246 0.981  -0.828
C -1.052 0.081 -0.006  0.363
N -1.284 -0.565 -1.246  -0.467
N 0.005 -0.779 -2.011  -0.269
C 0.723 -0.017 -1.142  0.311
C 0.202 0.363 0.169  -0.291
C 1.608 0.246 0.852  -0.229
N 2.076 -0.173 -0.590  -0.609
H -2.921 -0.268 1.140  0.400
H -1.534 0.514 1.833  0.386
H -2.174 -1.159 -1.647  0.429
H 1.865 1.394 0.907  0.216
H 1.679 -0.491 1.659  0.229
H 2.837 0.609 -0.898  0.360



Which one sits at the top of the stability order? *P* does.



*P*
C4H6N4 in the gas phase. Source: OMol25; level of theory: ωB97M-V with the def2-TZVPD basis set.

Results
HOMO energy   -8.3 eV
Net charge   0
Kohn-Sham gap   0.323 hartree
Lowest unoccupied orbital energy   0.537 eV
Multiplicity   1

Each line ends with the natural charge from an NBO analysis.
Atoms and positions in Å:
H -0.957 -1.234 1.923  0.357
N -1.807 -0.776 1.289  -0.630
C -1.212 -0.008 0.503  0.363
C -1.830 0.924 -0.574  -0.311
C -0.693 1.147 -1.342  0.007
N 0.547 0.688 -1.008  -0.469
N 0.239 0.035 0.295  -0.047
N 0.788 -0.766 0.916  -0.135
C 2.133 -1.076 0.872  -0.354
H -2.744 1.025 -0.954  0.225
H -1.072 1.587 -2.398  0.231
H 1.335 1.293 -0.893  0.401
H 2.547 -1.820 1.529  0.194
H 2.726 -1.020 -0.159  0.167



*Q*
C4H6N4 in the gas phase. Source: OMol25; level of theory: ωB97M-V with the def2-TZVPD basis set.

Results
HOMO energy   -8.1 eV
Net charge   0
Kohn-Sham gap   0.299 hartree
Lowest unoccupied orbital energy   0.099 eV
Multiplicity   1

Each line ends with the natural charge from an NBO analysis.
Atoms and positions in Å:
C -0.315 -0.125 0.080  0.141
C -0.388 -1.495 -0.273  -0.001
C 1.193 2.671 0.990  -0.441
C -1.299 -1.948 -1.380  -0.621
N 0.153 1.829 1.393  -0.355
N -0.161 0.887 0.660  0.036
N 0.023 -2.404 0.821  -0.011
N 0.887 -2.185 -0.001  -0.017
H 0.715 3.528 0.417  0.189
H 2.065 2.264 0.474  0.184
H 1.654 3.216 1.858  0.208
H -1.515 -3.113 -1.351  0.230
H -0.787 -1.641 -2.379  0.230
H -2.224 -1.483 -1.309  0.229



Which one sits at the top of the stability order? *Q* does.



*P*
A molecular structure, C6H7N. Source: OMol25; level of theory: ωB97M-V with the def2-TZVPD basis set.

Results
HOMO energy (alpha / beta)   -8.2 / -8.2 eV
Net charge   0
Kohn-Sham gap (alpha / beta)   0.297 / 0.297 hartree
Lowest unoccupied orbital energy (alpha / beta)   -0.104 / -0.104 eV
Multiplicity   1

Each line ends with the natural charge from an NBO analysis.
Atoms and positions in Å:
C 1.462 -0.044 -0.022  0.384
C -0.996 -1.367 0.445  -0.495
C -0.506 -0.932 -0.938  -0.312
C 0.421 -1.501 -0.032  0.032
C 0.223 0.415 -0.590  -0.057
C -0.550 1.447 0.083  -0.648
N 2.626 0.078 0.311  -0.638
H -1.232 -0.560 1.093  0.196
H -1.603 -2.250 0.763  0.232
H -0.731 -1.379 -1.895  0.230
H -1.315 1.856 -0.703  0.237
H 0.156 2.260 0.436  0.228
H -1.172 1.156 0.878  0.223
H 3.218 0.823 0.172  0.387



*Q*
C6H7N in the gas phase. Source: OMol25; level of theory: ωB97M-V with the def2-TZVPD basis set.

Results
HOMO energy   -8.7 eV
Net charge   0
Kohn-Sham gap   0.357 hartree
Lowest unoccupied orbital energy   0.976 eV
Multiplicity   1

Each line ends with the natural charge from an NBO analysis.
Atoms and positions in Å:
H -1.434 -0.413 -2.329  0.337
N -0.663 0.010 -2.788  -0.727
C 0.159 0.454 -1.941  0.293
C 1.494 0.749 -1.535  -0.201
C 0.595 0.661 -0.526  0.022
C 0.475 0.365 0.878  -0.287
C -0.950 0.183 1.560  -0.387
C -0.235 -1.029 1.110  -0.382
H 2.442 0.844 -1.783  0.207
H 1.397 0.594 1.510  0.238
H -1.723 0.606 1.043  0.216
H -1.164 0.306 2.566  0.220
H 0.215 -1.664 1.937  0.222
H -0.608 -1.667 0.298  0.229



Which one sits at the top of the stability order? *Q* does.